[1]
# C6H10

A 2-piece molecular cluster, C6H10 overall (the ωB97M-V functional and the def2-TZVPD basis, OMol25).

Geometry as XYZ:
```
16
Properties=species:S:1:pos:R:3:forces:R:3:mulliken_charge:R:1
C 1.603 0.295 -0.511 -0.116 0.027 0.065 -1.027
C 0.171 0.608 -0.297 0.012 0.414 0.097 -0.053
C -0.774 0.544 -1.437 0.042 -0.005 0.122 -1.029
C -0.797 -0.072 2.112 -0.147 0.121 0.409 -0.994
C -0.552 -1.024 1.169 0.410 -0.345 -1.140 0.674
C -0.269 -1.810 0.213 -0.381 -0.161 0.891 -0.964
H 1.994 1.129 -1.120 0.002 -0.120 0.083 0.382
H 1.723 -0.646 -1.046 0.027 0.111 0.011 0.299
H 2.162 0.275 0.426 -0.071 -0.047 -0.108 0.297
H -0.028 1.390 0.425 0.040 -0.031 -0.111 0.533
H -1.808 0.690 -1.121 0.112 -0.067 -0.035 0.299
H -0.497 1.391 -2.089 -0.080 -0.111 0.048 0.380
H -0.670 -0.394 -1.979 -0.009 0.112 -0.002 0.296
H -0.072 0.137 2.894 -0.063 -0.007 -0.164 0.294
H -1.784 0.372 2.210 0.173 -0.012 -0.103 0.299
H -0.400 -2.885 0.150 0.050 0.122 -0.062 0.314
```
Forces are in eV/Å.

## Properties
HOMO (alpha / beta) ... -6.81 / -6.73 eV
ΔE to the lowest compared entry with this formula, charge and spin ... 139.8 kcal per mole
LUMO energy (alpha / beta) ... -0.439 / -0.721 eV
Orbital gap (alpha / beta) ... 6.37 / 6.01 eV

---

[2]
# C6H10

C6H10 as an isolated structure (the ωB97M-V functional and the def2-TZVPD basis, OMol25).

Geometry as XYZ:
```
16
Properties=species:S:1:pos:R:3:forces:R:3:mulliken_charge:R:1
C -1.387 0.456 0.425 -0.057 0.037 0.106 -0.489
C -0.384 1.119 -0.458 0.000 -0.002 -0.200 -0.537
C 1.047 0.857 -0.356 -0.015 -0.090 -0.009 0.205
C 1.531 -0.141 0.509 0.024 0.237 0.042 -1.166
C -0.144 -1.644 0.001 -0.206 0.030 -0.099 -0.782
C -1.143 -0.771 -0.392 0.185 -0.250 -0.006 -0.193
H -1.080 0.344 1.469 -0.051 0.008 -0.167 0.233
H -2.378 0.911 0.373 0.158 -0.098 -0.032 0.283
H -0.719 1.684 -1.323 0.032 -0.015 0.165 0.402
H 1.619 1.091 -1.254 -0.134 -0.034 0.158 0.355
H 0.640 1.921 0.148 0.255 0.029 0.058 0.173
H 1.135 -0.210 1.514 0.041 0.009 -0.142 0.264
H 2.580 -0.423 0.424 -0.229 0.029 0.002 0.335
H -0.057 -1.911 1.048 0.050 0.042 -0.120 0.293
H 0.221 -2.393 -0.699 -0.081 0.094 0.105 0.299
H -1.533 -0.777 -1.407 0.029 -0.026 0.139 0.325
```
Forces are in eV/Å.

## Properties
HOMO ... -7.34 eV
ΔE to the lowest compared entry with this formula, charge and spin ... 105.9 kcal per mole
LUMO energy ... 1.161 eV
Orbital gap ... 8.50 eV

---

[3]
# C6H10

C6H10 as an isolated structure (the ωB97M-V functional and the def2-TZVPD basis, OMol25).

Geometry as XYZ:
```
16
Properties=species:S:1:pos:R:3:forces:R:3:mulliken_charge:R:1
C -0.632 0.670 0.574 -1.214 0.226 0.032 -0.264
C -0.046 1.376 1.551 0.267 -0.409 1.391 -0.842
C 0.455 -0.081 -0.949 -0.553 -0.024 -0.245 0.107
C -0.161 -0.662 0.175 1.364 0.047 -0.205 0.829
C 0.489 -1.654 1.059 0.545 -0.408 -0.404 -1.227
C -0.233 0.309 -2.222 0.017 0.122 0.790 -1.099
H -1.552 1.046 0.145 0.058 0.034 -0.340 0.469
H 0.820 0.989 2.077 0.178 0.123 -0.285 0.244
H -0.517 2.211 2.056 -0.068 0.217 -0.486 0.315
H 1.526 0.128 -0.870 0.071 -0.463 -0.078 0.377
H -0.191 -2.152 1.743 -0.046 0.248 0.168 0.329
H 1.339 -1.210 1.585 -0.226 0.305 0.435 0.343
H 1.003 -2.412 0.467 -0.352 -0.161 -0.198 0.379
H -0.954 1.088 -1.970 -0.021 0.154 -0.410 0.337
H -0.820 -0.541 -2.570 0.117 -0.027 -0.150 0.352
H 0.481 0.660 -2.960 -0.137 0.015 -0.015 0.351
```
Forces are in eV/Å.

## Properties
<S²> ... 0.7771
HOMO (alpha / beta) ... -13.81 / -15.53 eV
Net charge ... +1
ΔE to the lowest compared entry with this formula, charge and spin ... 35.1 kcal per mole
LUMO energy (alpha / beta) ... -5.704 / -6.556 eV
Orbital gap (alpha / beta) ... 8.11 / 8.98 eV
2S+1 ... 2

---

[4]
# C6H10

An isolated ion of composition C6H10 and charge +1 (the ωB97M-V functional and the def2-TZVPD basis, OMol25).

Geometry as XYZ:
```
16
Properties=species:S:1:pos:R:3:forces:R:3:mulliken_charge:R:1
C -0.914 2.353 -1.417 -1.745 0.916 0.504 -1.051
C -0.117 1.402 -0.470 1.235 0.234 -0.810 -0.347
C 1.256 -2.888 1.210 0.750 0.457 0.348 -0.564
C 0.088 -2.117 0.954 4.096 1.827 -0.160 -0.103
C 0.289 -0.674 0.709 -2.784 -3.417 -0.527 -0.187
C -0.664 0.117 0.044 0.868 1.109 1.598 -0.164
H -1.494 3.167 -0.757 1.220 -1.880 -1.551 0.274
H -0.229 2.914 -2.086 -0.323 -0.391 0.592 0.310
H -1.686 1.856 -2.103 1.162 0.472 1.169 0.323
H 0.907 1.063 -0.915 -1.524 1.016 0.532 0.352
H 0.152 2.022 0.444 -0.060 -0.782 -0.693 0.349
H 1.476 -3.933 1.636 -1.304 1.525 -1.030 0.307
H 2.210 -2.371 0.960 -0.678 -0.272 0.657 0.235
H -0.743 -2.624 0.620 -2.359 -0.777 -0.009 0.392
H 1.201 -0.245 0.998 1.367 0.461 0.045 0.468
H -1.733 -0.043 0.173 0.078 -0.497 -0.664 0.404
```
Forces are in eV/Å.

## Properties
<S²> ... 0.7957
HOMO (alpha / beta) ... -14.24 / -15.52 eV
Net charge ... +1
ΔE to the lowest compared entry with this formula, charge and spin ... 33.3 kcal per mole
LUMO energy (alpha / beta) ... -5.503 / -7.508 eV
Orbital gap (alpha / beta) ... 8.73 / 8.01 eV
2S+1 ... 2

---

[5]
# C6H10BBaF2O10P

C6H10BBaF2O10P as an isolated structure (the ωB97M-V functional and the def2-TZVPD basis, OMol25).

Geometry as XYZ:
```
31
Properties=species:S:1:pos:R:3:forces:R:3:mulliken_charge:R:1
Ba -19.207 5.141 -5.466 0.380 0.087 0.107 1.510
B -19.392 4.461 -8.173 -0.110 -0.280 -0.891 0.700
H -19.710 4.107 -9.141 -1.157 -1.169 -3.739 -0.245
H -19.733 5.467 -7.981 -1.479 4.122 0.572 -0.308
H -19.848 3.827 -7.429 -1.775 -2.804 2.779 -0.361
H -18.316 4.442 -8.090 4.221 -0.130 0.497 -0.379
P -19.919 6.061 -2.779 -1.299 1.309 3.759 0.583
O -20.211 6.679 -1.389 0.189 -2.107 -2.333 -0.736
O -20.326 4.613 -3.203 0.484 1.148 0.525 -0.785
O -18.451 6.330 -3.222 0.614 -0.249 -0.532 -0.472
O -20.469 7.013 -3.914 0.028 0.074 -0.885 -0.462
C -13.905 7.769 -6.701 2.812 0.717 1.161 -0.500
C -13.820 6.306 -6.408 -2.138 -0.206 -3.599 0.276
O -15.199 6.050 -6.698 -0.015 -2.184 0.577 -0.178
C -15.925 7.086 -6.226 -3.319 -0.995 -1.108 0.456
O -17.129 7.083 -6.071 2.311 -0.099 0.076 -0.447
O -15.140 8.123 -6.183 0.149 2.527 0.922 -0.322
F -13.583 5.913 -5.179 0.763 0.071 1.694 -0.270
H -13.799 8.089 -7.738 -0.174 -0.591 -0.146 0.312
H -13.056 8.187 -6.161 -0.352 0.888 0.296 0.352
H -13.198 5.762 -7.119 -0.088 -0.182 0.096 0.277
C -13.980 1.555 -6.157 -0.146 0.099 0.791 -0.445
C -14.269 1.956 -7.587 0.987 1.212 1.988 0.279
O -15.251 2.961 -7.407 0.782 0.043 -1.714 -0.275
C -15.886 2.766 -6.257 -2.109 0.801 1.974 0.480
O -16.888 3.362 -5.910 2.262 -1.502 -0.503 -0.333
O -15.213 1.830 -5.518 -1.367 0.842 -0.064 -0.332
F -14.788 0.873 -8.106 -1.428 -1.795 -2.061 -0.283
H -13.260 2.167 -5.613 0.577 -0.390 -0.334 0.304
H -13.880 0.471 -6.106 0.721 0.228 0.126 0.279
H -13.413 2.267 -8.185 -0.324 0.516 -0.030 0.324
```
Forces are in eV/Å.

## Properties
<S²> ... 0.7607
HOMO (alpha / beta) ... -4.69 / -4.54 eV
Net charge ... -1
LUMO energy (alpha / beta) ... 1.596 / 1.596 eV
Orbital gap (alpha / beta) ... 6.29 / 6.14 eV
2S+1 ... 2

---

[6]
# C6H10BEuO8P

C6H10BEuO8P as an isolated structure (the ωB97M-V functional and the def2-TZVPD basis, OMol25).

Geometry as XYZ:
```
27
Properties=species:S:1:pos:R:3:forces:R:3:mulliken_charge:R:1
C 1.219 -2.300 0.234 -0.744 0.745 0.639 -0.808
P -0.611 -2.192 0.089 -0.646 -1.381 -0.584 -0.019
O -1.144 -1.865 1.655 0.184 0.606 0.002 -0.530
C -1.038 -0.614 -0.826 1.027 -0.481 -0.185 0.088
O -2.456 -0.501 -0.685 -0.145 -0.134 0.855 -0.332
C -2.638 0.501 0.210 -0.304 0.182 -0.154 0.496
O -3.408 0.552 1.113 0.191 -0.047 -0.553 -0.483
O -1.717 1.467 -0.096 0.197 0.226 1.468 -0.365
C -0.467 0.768 -0.438 -1.182 0.522 -0.513 0.665
C 0.079 1.641 -1.565 0.428 -1.010 0.505 -0.937
C 1.332 1.125 -2.217 0.481 0.953 -1.909 0.354
O 1.719 1.591 -3.249 -0.215 -0.573 0.818 -0.464
O 2.052 0.156 -1.542 -0.528 0.295 0.895 -0.477
B 0.291 0.941 0.916 0.322 0.509 -0.475 0.690
O 0.528 -0.094 1.902 0.859 1.486 0.939 -0.763
O 0.720 2.210 1.279 0.214 -0.847 0.701 -0.569
H 1.739 -1.360 0.115 0.287 0.032 -0.206 0.213
H 1.566 -3.072 -0.430 0.183 -0.166 -0.341 0.397
H 1.397 -2.629 1.250 0.083 -0.329 0.263 0.238
H -2.097 -1.995 1.624 -0.335 -0.318 0.218 0.328
H -0.839 -0.865 -1.861 0.105 0.117 -0.393 0.627
H -0.706 1.739 -2.295 -0.190 0.007 -0.499 0.381
H 0.287 2.639 -1.210 0.010 0.347 0.221 0.408
H 1.892 -0.707 -1.928 0.320 -0.316 -0.459 0.353
H -0.220 -0.153 2.510 -1.705 -1.764 -2.068 0.258
H 1.681 2.252 1.361 0.224 0.481 -0.214 0.387
Eu 0.839 0.765 4.083 0.880 0.861 1.031 1.864
```
Forces are in eV/Å.

## Properties
<S²> ... 15.7589
HOMO (alpha / beta) ... -14.83 / -14.83 eV
Net charge ... +2
LUMO energy (alpha / beta) ... -10.152 / -9.917 eV
Orbital gap (alpha / beta) ... 4.68 / 4.92 eV
2S+1 ... 8

---

[7]
# C6H10BNS

The molecule C6H10BNS (the ωB97M-V functional and the def2-TZVPD basis, OMol25).

Geometry as XYZ:
```
19
Properties=species:S:1:pos:R:3:forces:R:3:mulliken_charge:R:1
C 0.387 -2.138 -1.300 -0.430 -2.471 2.560 -0.873
N 0.527 -0.753 -1.403 -1.409 3.204 2.325 -0.163
C -0.291 -0.322 -2.550 -1.113 -0.362 3.156 -1.011
B 0.275 0.123 0.119 -0.568 -0.174 -5.527 0.257
C -0.224 1.615 0.220 0.681 -0.201 0.370 -0.196
C -0.373 2.140 1.489 2.111 -4.357 -0.453 -0.447
C -0.013 1.425 2.730 -0.511 -1.056 -0.853 -0.370
C 0.304 0.082 2.792 -0.614 2.360 -0.270 -0.276
S 0.445 -0.965 1.440 0.252 -0.638 1.395 -0.174
H 0.590 -2.716 -2.240 0.488 0.553 0.914 0.300
H 0.979 -2.389 -0.372 0.137 -0.851 -1.523 0.272
H -0.634 -2.539 -0.956 0.507 0.708 -0.602 0.297
H -0.116 -1.007 -3.322 0.004 -0.813 -1.389 0.441
H -1.374 -0.239 -2.271 0.555 -0.376 -0.485 0.270
H 0.040 0.614 -2.768 0.712 2.761 -1.253 0.320
H -0.337 2.320 -0.659 -0.058 -1.090 1.084 0.251
H -0.550 3.110 1.660 -1.067 3.607 0.221 0.447
H -0.093 2.011 3.653 0.115 -0.429 -0.300 0.292
H 0.457 -0.372 3.739 0.209 -0.377 0.628 0.364
```
Forces are in eV/Å.

## Properties
HOMO ... -8.01 eV
ΔE to the lowest compared entry with this formula, charge and spin ... 24.2 kcal per mole
LUMO energy ... 0.130 eV
Orbital gap ... 8.14 eV

---

[8]
# C6H10Br2O3

A 2-piece molecular cluster, C6H10Br2O3 overall (the ωB97M-V functional and the def2-TZVPD basis, OMol25).

Geometry as XYZ:
```
21
Properties=species:S:1:pos:R:3:forces:R:3:mulliken_charge:R:1
C -0.461 -0.703 -1.614 1.929 -2.066 -1.981 -0.013
C 1.031 1.510 1.530 -3.027 -0.204 -0.134 -0.882
C -0.487 1.654 1.103 1.027 3.202 1.794 -0.776
C -0.776 1.343 -0.318 1.725 1.274 -1.489 -0.374
C -1.128 -0.108 -0.483 -0.124 0.873 0.077 0.737
C 1.237 -2.117 -0.698 -3.089 1.212 -1.898 -0.031
O -0.646 -0.841 -2.755 0.424 0.187 1.209 -0.314
O -2.481 -0.189 -0.566 -2.835 -0.874 -0.270 -0.585
O 2.494 -1.697 -0.746 -0.464 0.609 -0.406 -0.413
Br 0.747 -3.521 -2.119 0.686 0.181 0.716 -0.207
Br 0.756 -2.828 1.053 -0.073 -0.007 0.040 -0.148
H 1.559 1.931 0.708 1.019 0.461 -0.197 0.287
H 1.183 1.978 2.511 0.325 -0.266 -0.441 0.346
H 1.129 0.437 1.536 0.905 -0.414 0.324 0.180
H -0.872 2.756 1.331 0.911 -2.125 -0.424 0.335
H -1.117 1.016 1.685 -0.408 -0.353 0.755 0.382
H 0.122 1.626 -1.036 -1.986 -0.141 1.332 0.281
H -1.690 1.923 -0.453 0.147 -0.188 -1.294 0.307
H -0.765 -0.621 0.332 0.823 -1.294 2.078 0.119
H -2.855 -1.094 -0.455 0.730 0.810 -0.075 0.365
H 3.021 -2.454 -0.543 1.356 -0.875 0.283 0.406
```
Forces are in eV/Å.

## Properties
HOMO (alpha / beta) ... -8.44 / -8.44 eV
ΔE to the lowest compared entry with this formula, charge and spin ... 97.0 kcal per mole
LUMO energy (alpha / beta) ... -0.129 / -0.130 eV
Orbital gap (alpha / beta) ... 8.31 / 8.31 eV

---

[9]
# C6H10Br2O3

A 2-piece molecular cluster, C6H10Br2O3 overall (the ωB97M-V functional and the def2-TZVPD basis, OMol25).

Geometry as XYZ:
```
21
Properties=species:S:1:pos:R:3:forces:R:3:mulliken_charge:R:1
C -0.945 1.950 0.021 0.202 -0.925 -0.879 -1.270
C 0.196 1.149 -0.641 -1.378 0.714 -0.312 1.006
C -0.276 0.292 -1.823 -0.649 -0.663 -0.199 -0.357
O 0.642 0.616 -2.863 0.001 -0.089 0.141 -0.359
C 1.225 1.810 -2.560 0.068 -0.339 -0.872 0.565
O 1.813 2.484 -3.338 0.223 -0.023 -0.170 -0.520
O 1.030 2.122 -1.289 0.156 -0.158 1.080 -0.397
H -1.577 2.309 -0.794 -0.080 0.013 0.058 0.373
H -0.603 2.838 0.541 0.177 -0.286 0.454 0.346
H -1.539 1.251 0.612 -0.058 0.367 0.352 0.338
H 0.737 0.476 0.026 0.418 0.631 0.206 -0.267
H -1.295 0.431 -2.212 0.117 0.778 0.298 0.247
H -0.308 -0.774 -1.576 0.797 0.007 -0.173 0.292
Br -2.042 -2.671 2.623 0.264 0.159 -0.421 -0.138
C -0.494 -1.740 1.880 0.241 1.322 0.813 -0.453
C 0.765 -2.571 2.074 -1.271 0.027 -0.690 -0.500
Br 2.271 -1.457 1.550 -0.064 -0.446 0.054 -0.167
H -0.433 -0.776 2.396 0.012 -0.391 0.475 0.385
H -0.643 -1.384 0.863 -0.251 -0.893 -0.292 0.065
H 0.603 -3.428 1.419 0.857 -0.038 -0.029 0.385
H 0.871 -2.926 3.092 0.216 0.233 0.105 0.426
```
Forces are in eV/Å.

## Properties
HOMO ... -10.82 eV
ΔE to the lowest compared entry with this formula, charge and spin ... 5.8 kcal per mole
LUMO energy ... 0.398 eV
Orbital gap ... 11.21 eV

---

[10]
# C6H10Br3N2

C6H10Br3N2 as an isolated structure (the ωB97M-V functional and the def2-TZVPD basis, OMol25).

Geometry as XYZ:
```
21
Properties=species:S:1:pos:R:3:forces:R:3:mulliken_charge:R:1
C -1.583 0.313 0.326 -3.005 0.887 -3.079 -0.274
C 0.321 -0.572 1.558 -2.398 2.197 -1.006 -0.393
C -1.234 -0.587 -0.908 0.203 1.875 -0.832 -0.495
C 0.693 -1.472 0.419 0.189 -0.079 0.291 -0.707
C 0.474 1.505 0.264 -0.629 -0.495 -0.967 -0.435
C 0.949 0.699 -0.893 0.877 -0.429 3.750 -0.007
N -0.414 0.666 0.972 1.723 -0.086 2.662 -0.137
N 0.263 -0.693 -0.835 1.288 0.064 0.985 0.018
Br 1.721 2.622 1.355 -1.002 -0.857 -1.007 0.035
Br 0.561 1.385 -2.875 0.124 0.745 -2.207 -0.013
Br 3.014 0.500 -0.993 -2.083 0.307 -0.563 0.094
H -2.003 1.236 -0.246 0.259 -1.141 1.780 0.196
H -2.388 -0.180 0.954 1.129 0.779 -0.464 0.361
H -0.446 -0.921 2.233 0.560 -0.586 0.611 0.387
H 1.133 -0.035 1.941 1.457 -0.247 1.522 0.329
H -1.604 -1.547 -0.727 -0.633 -1.628 -0.441 0.315
H -1.572 -0.085 -1.895 0.784 -1.318 1.585 0.254
H 1.767 -1.654 0.328 -0.038 0.468 0.011 0.363
H 0.291 -2.498 0.433 -0.589 0.630 -0.225 0.443
H -0.639 2.691 0.011 1.812 -1.357 -0.143 0.357
H 0.697 -1.372 -1.420 -0.028 0.271 -2.263 0.310
```
Forces are in eV/Å.

## Properties
<S²> ... 2.0234
HOMO (alpha / beta) ... -10.52 / -12.85 eV
Net charge ... +1
ΔE to the lowest compared entry with this formula, charge and spin ... 14.2 kcal per mole
LUMO energy (alpha / beta) ... -4.425 / -8.721 eV
Orbital gap (alpha / beta) ... 6.09 / 4.13 eV
2S+1 ... 3

---

Asked for E across the records above, the calculation gives -234.3797, -234.4337, -234.2099, -234.2129, -1578.5914, -1912.4825, -712.3716, -5608.2267, -5608.3720, -8065.6105 Eh in order.